Entry P
Molecular formula: C4H5N
Method: DFT, ωB97M-V/def2-TZVPD

Results
Total charge   0
Structure (SMILES)   C=C=NC=C
Frontier orbital gap   0.37321 hartree

Each line ends with the natural charge from an NBO analysis.
Positions of all 10 atoms, in Å:
C 1.97655 0.00144 -0.08390  -0.65
C 0.80696 -0.54733 0.16852  0.41
N -0.18791 -1.21097 0.25775  -0.43
C -1.33209 -0.58347 -0.21304  -0.04
C -1.43322 0.65056 0.21383  -0.41
H 2.59829 -0.41898 -0.93870  0.25
H 2.49221 0.91291 0.46270  0.25
H -1.88307 -1.12126 -0.82836  0.20
H -2.43531 1.26673 0.11588  0.21
H -0.60240 1.05039 0.84533  0.20

Entry Q
Molecular formula: C4H5N
Method: DFT, ωB97M-V/def2-TZVPD

Results
Total charge   0
Structure (SMILES)   c1cc[nH]c1
Frontier orbital gap   0.33040 hartree

Each line ends with the natural charge from an NBO analysis.
Positions of all 10 atoms, in Å:
C 0.38854 -1.09412 -0.22537  -0.27
C -0.95600 -0.69849 0.06931  -0.32
C -0.92632 0.67655 0.16502  -0.06
N 0.37573 1.05710 -0.04425  -0.53
C 1.21695 -0.02469 0.07894  -0.11
H 0.69527 -2.00088 -0.74380  0.22
H -1.84384 -1.32843 0.07622  0.23
H -1.71932 1.41110 0.27448  0.21
H 0.66379 1.97555 -0.35348  0.41
H 2.10518 0.02629 0.70292  0.23

Compare the structures above. Which one is the most stable? entry Q is.